[1]
Below is a cluster of 2 separate species, H3OPS2 in total, with properties calculated with wB97M-V/def2-TZVPD.

```
7
Properties=species:S:1:pos:R:3:forces:R:3:nbo_charge:R:1
O -0.008094 1.121650 -0.225047 0.0234 0.7135 -0.4729 -1.00
P 0.235993 0.045309 0.961885 -0.3620 -0.4857 -0.1589 0.77
S -3.099473 -0.470526 0.085492 0.1240 0.0411 0.0650 -0.02
S 0.806760 -1.710899 -0.098036 0.2604 0.0839 0.0649 -0.33
H -0.925771 1.187805 -0.511281 -0.1155 -0.1156 0.1468 0.51
H 1.571759 0.430429 1.136997 0.2404 -0.0981 0.2417 -0.06
H -0.445203 -2.129064 -0.289715 -0.1707 -0.1391 0.1134 0.13
```
Positions in Å, forces in eV/Å.

Output
**Spin multiplicity**: 1
**LUMO (alpha / beta)**: -3.322 / -3.245 eV
**HOMO (alpha / beta)**: -9.22 / -9.23 eV



[2]
Below is a structure of composition C12H11CuFN3O5, with properties calculated with wB97M-V/def2-TZVPD.

```
33
Properties=species:S:1:pos:R:3:forces:R:3:nbo_charge:R:1
Cu -1.005946 0.340335 1.232854 -0.2644 -0.1324 0.0987 0.82
O -0.670784 2.489473 0.297388 -0.0294 0.0718 -0.1744 -0.70
C -1.689684 2.538072 -0.675279 0.0413 0.0069 0.0311 -0.10
C -2.916832 1.722251 -0.322534 -0.0303 -0.0156 0.0874 0.19
C -4.119146 1.963063 -0.971514 -0.0527 -0.0184 -0.0177 -0.24
C -5.225596 1.194399 -0.659458 0.1044 0.0333 0.0511 -0.14
C -5.091727 0.199310 0.298137 -0.0917 -0.0106 -0.0305 -0.26
C -3.863440 0.015429 0.897579 0.0353 -0.0018 0.0743 0.06
N -2.789485 0.762106 0.602799 -0.2500 0.2728 -0.2874 -0.54
H -0.935363 2.969649 1.089827 0.0190 0.0647 0.0101 0.48
H -1.244532 2.120191 -1.580946 -0.0342 0.0408 -0.0248 0.21
H -1.991713 3.565628 -0.894310 -0.0103 -0.0073 -0.0244 0.19
H -4.173321 2.747259 -1.715685 -0.0167 0.0189 0.0282 0.23
H -6.176538 1.376040 -1.141875 0.0070 -0.0293 -0.0245 0.23
H -5.926428 -0.428744 0.575062 0.0192 -0.0017 0.0186 0.23
H -3.713024 -0.752747 1.644072 -0.0063 0.0016 -0.0079 0.22
F 2.153575 -2.920739 -2.600744 0.0729 0.0295 -0.0765 -0.30
C 2.880837 -2.253236 -1.693474 -0.2467 -0.0816 0.1684 0.21
C 2.418757 -2.101878 -0.446212 0.0450 -0.0211 -0.1017 0.00
N 3.121915 -1.429064 0.525521 0.0051 0.1286 0.1277 -0.41
C 2.547196 -1.184873 1.858505 -0.0885 0.0123 0.0111 -0.32
C 1.165730 -0.528334 1.777110 -0.0007 -0.1085 -0.0419 0.75
O 1.031361 0.681770 2.029169 0.2718 0.0164 0.1375 -0.72
O 0.179204 -1.254613 1.429493 0.5306 -0.3476 -0.0847 -0.82
C 4.391565 -0.933773 0.271097 -0.0927 0.1020 0.1360 0.79
O 5.073124 -0.375086 1.103095 0.0270 -0.0392 -0.1061 -0.62
N 4.824237 -1.123317 -1.027050 0.0108 0.0176 -0.1274 -0.63
C 4.168540 -1.724468 -2.103494 0.1516 -0.0301 0.1417 0.60
O 4.676211 -1.786168 -3.199005 -0.0908 -0.0066 0.0057 -0.57
H 1.458090 -2.497279 -0.152508 -0.0886 0.0469 0.0592 0.26
H 3.231046 -0.518716 2.370427 0.0342 -0.0072 -0.0070 0.27
H 2.472907 -2.122003 2.412553 -0.0277 -0.0332 -0.0775 0.21
H 5.739262 -0.749936 -1.230600 0.0464 0.0282 0.0275 0.43
```
Positions in Å, forces in eV/Å.

Output
**Spin multiplicity**: 1
**LUMO**: -0.192 eV
**HOMO**: -8.33 eV



[3]
Below is an isolated molecule of C3H2ClF2NS, with properties calculated with wB97M-V/def2-TZVPD.

```
10
Properties=species:S:1:pos:R:3:forces:R:3:nbo_charge:R:1
F 2.385409 -1.074890 -1.229785 -1.1204 0.3464 -0.2220 -0.27
C 1.157016 -0.755054 -0.861243 0.2909 2.0555 2.4375 0.79
F 0.231422 -1.454253 -1.444400 0.1999 -0.2555 -0.2475 -0.27
C 0.871041 0.207811 0.093314 3.5731 -1.8479 1.2337 -0.21
Cl 2.329381 0.895359 1.071082 -1.0338 -0.6954 -1.6510 -0.06
C -0.217013 0.277205 1.059718 -3.9788 -0.8390 0.1835 0.00
N -1.445317 0.460547 0.670669 0.6505 -1.0483 0.2578 -0.52
S -1.990087 0.333349 -1.021552 -0.9760 2.2303 2.4311 0.12
H -0.217453 -0.040885 2.254505 0.9306 1.3930 -3.2661 0.25
H -3.104400 1.150811 -0.592307 1.4639 -1.3392 -1.1569 0.16
```
Positions in Å, forces in eV/Å.

Output
**Spin multiplicity**: 1
**SMILES**: FC(F)=C(Cl)/C=N\S
**LUMO**: 0.015 eV
**HOMO**: -9.08 eV



[4]
Below is a cluster of 2 separate species, C10H16 in total, with properties calculated with wB97M-V/def2-TZVPD.

```
26
Properties=species:S:1:pos:R:3:forces:R:3:nbo_charge:R:1
C -2.108559 2.449552 -0.219056 -0.1500 0.3487 0.2157 -0.60
C -0.680055 1.970429 -0.008447 -0.5613 -0.0553 0.7275 -0.43
C -0.190855 0.822975 -0.832492 0.3750 -0.1180 -0.6300 -0.01
C -1.012738 -0.205915 -1.261890 0.1217 0.0198 0.8530 -0.21
C -0.464939 -1.357618 -1.833916 -0.0653 0.1377 1.0848 -0.21
C 0.904722 -1.462423 -1.963351 -0.4626 -0.1481 -0.2609 -0.22
C 1.722472 -0.351941 -1.724820 -0.1497 -0.0713 -1.3395 -0.22
C 1.163695 0.795912 -1.209995 -0.6194 0.1193 0.7224 -0.20
H -2.392976 3.133665 0.584116 0.1238 0.0337 0.0068 0.21
H -2.832224 1.637335 -0.154868 0.0205 -0.0175 -0.2450 0.20
H -2.233539 3.012039 -1.144068 -0.0573 -0.2775 -0.1753 0.21
H 0.013669 2.775546 -0.100303 0.4584 0.8533 -0.4326 0.21
H -0.584955 1.760806 1.063418 0.0129 -0.5421 -0.0457 0.21
H -2.039545 -0.134480 -0.928100 -0.2177 -0.3434 -0.4749 0.21
H -1.073140 -2.239857 -1.973656 -0.1674 0.0682 -0.2745 0.21
H 1.255953 -2.442474 -2.261384 0.5254 0.2633 -0.2627 0.21
H 2.683735 -0.332408 -2.228386 0.3625 -0.0918 0.7688 0.22
H 1.706452 1.707417 -0.988414 0.4531 -0.1905 -0.2285 0.21
C 0.787152 -2.064454 1.684948 -0.1177 0.0454 0.1814 -0.62
C 0.733560 -0.844384 2.609006 0.7974 0.7235 -0.2594 -0.62
H -0.131655 -2.093122 1.104894 0.1145 -0.3117 -0.2361 0.21
H 1.648272 -2.101083 1.020438 -0.0879 0.4380 -0.1959 0.21
H 0.886103 -2.980522 2.254948 -0.3133 -0.2241 0.2144 0.20
H -0.123148 -0.192574 2.435664 -0.3507 -0.4137 0.1530 0.20
H 0.804875 -1.116026 3.658763 -0.2204 0.0462 0.0830 0.21
H 1.557667 -0.146396 2.416950 0.1756 -0.2922 0.0500 0.20
```
Positions in Å, forces in eV/Å.

Output
**Spin multiplicity**: 1
**SMILES**: CCc1ccccc1.CC
**LUMO**: 1.005 eV
**HOMO**: -8.94 eV



[5]
Below is a structure of composition C5H8O3Tl, with properties calculated with wB97M-V/def2-TZVPD.

```
17
Properties=species:S:1:pos:R:3:forces:R:3:mulliken_charge:R:1
H -0.357506 0.582708 1.605729 2.1407 0.5128 -0.6115 0.51
O 0.993813 -0.364704 0.269001 2.7523 1.2933 -0.5141 -0.13
C 0.240413 0.846659 0.648948 -5.4252 -0.9734 1.5957 0.28
O 0.825971 1.947801 0.517916 -3.3867 2.1744 1.1926 -0.44
Tl 2.667187 1.898743 0.011052 4.8995 1.3985 -1.2614 1.20
O -0.937923 0.711621 -0.310909 1.6879 -1.0121 0.0524 -0.25
C -2.064041 0.532150 0.244379 -2.2776 1.4985 -1.3430 0.40
C 2.228857 -0.213446 -0.036163 -2.3241 -4.9465 0.2497 0.52
C 2.920384 -1.474040 -0.324739 0.8261 0.7387 -0.1894 -0.75
H 2.293334 -2.367755 -0.222466 -0.1706 0.3676 0.0308 0.33
H 3.347737 -1.394995 -1.338334 0.2171 -0.0907 -0.0333 0.39
H 3.791678 -1.527019 0.348278 0.2269 -0.0563 -0.0816 0.39
C -3.190190 0.028292 -0.535157 0.8688 0.2057 -0.0308 -0.99
H -2.265186 1.065950 1.186968 0.2968 -0.9178 0.4980 0.48
H -2.923908 -0.178654 -1.576137 -0.0707 -0.0958 0.2502 0.31
H -3.996384 0.775195 -0.466250 -0.0983 -0.0791 0.1446 0.36
H -3.574234 -0.868510 -0.022122 -0.1629 -0.0179 0.0513 0.39
```
Positions in Å, forces in eV/Å.

Output
**Net charge**: +3
**Spin multiplicity**: 1
**LUMO**: -17.642 eV
**HOMO**: -24.68 eV



[6]
Below is a structure of composition C41H54N11OOsSeSi4, with properties calculated with wB97M-V/def2-TZVPD.

```
113
Properties=species:S:1:pos:R:3:forces:R:3:mulliken_charge:R:1
Os 0.048990 -0.596850 -1.385366 -0.0955 1.1234 2.4370 1.73
N -0.061892 -0.944227 3.108026 0.7392 0.9992 -0.6790 0.45
C -0.464391 -0.813528 1.851907 0.2321 0.2858 0.4331 -1.89
N 0.337447 -0.648299 0.832137 0.4725 -0.1332 -0.9668 0.48
C 1.722151 -0.612433 1.056672 -0.4756 -0.0480 -0.4771 -0.10
N 2.563969 -0.525305 0.058552 0.9935 0.0386 0.8573 -1.92
N 2.007074 -0.508736 -1.161848 -0.1383 -0.1525 -1.4221 1.55
C 2.737854 -0.552656 -2.243638 0.1700 -0.2185 1.3568 -0.95
C 2.018478 -0.569206 -3.477047 -0.6557 0.1037 -1.3287 0.92
C 2.646133 -0.655185 -4.726440 0.1449 0.0547 0.6983 -0.93
C 1.890735 -0.706127 -5.875497 -0.4717 -0.0504 -0.2036 -0.83
C 0.501697 -0.677117 -5.763769 0.4612 -0.0669 -0.0921 -0.73
C -0.066314 -0.589576 -4.508760 -0.1422 -0.0680 0.0116 -0.91
N 0.650521 -0.524856 -3.382735 0.2504 -0.3059 0.1966 1.38
C 2.213946 -0.674752 2.414232 -0.2146 -0.1095 0.1995 0.48
C 3.571387 -0.587017 2.739919 0.0958 -0.0540 0.0879 -0.61
C 3.969897 -0.647224 4.058524 0.1743 0.0336 -0.2147 -1.03
C 3.034320 -0.842457 5.075111 -0.2925 0.0141 -0.1079 -0.76
C 1.692162 -0.972267 4.771096 0.1688 0.0089 0.3973 -0.80
C 1.284273 -0.864097 3.450728 -0.0195 0.0635 -0.5655 0.59
H -0.737731 -1.131269 3.845350 0.1606 0.5506 -0.1794 0.02
H -1.532678 -0.855599 1.679076 0.1879 0.0265 -0.0530 0.49
H 3.813867 -0.656527 -2.187973 0.0583 0.0854 0.0295 0.65
H 3.726025 -0.710736 -4.761860 0.0209 0.0165 -0.0373 0.60
H 2.359055 -0.789745 -6.846162 0.0415 0.0135 0.0012 0.50
H -0.124976 -0.737312 -6.641573 -0.0582 0.0222 0.0132 0.56
H -1.138850 -0.605496 -4.389450 0.0053 0.0942 0.0591 0.17
H 4.295145 -0.502852 1.942023 0.0213 0.0680 0.0078 0.60
H 5.018585 -0.558457 4.304687 0.0169 -0.0379 0.0131 0.49
H 3.356471 -0.896399 6.105275 0.0205 -0.0420 0.0176 0.49
H 0.958313 -1.169824 5.542294 0.2173 0.1981 -0.0803 0.43
Se -3.192439 -3.613686 -3.974420 0.2372 0.2997 0.2870 0.33
N -4.576647 -2.985421 -3.123036 -0.6021 -0.0545 0.0608 -0.78
C -4.163566 -2.054824 -2.281821 0.7145 -0.1454 -0.2619 0.75
C -4.981000 -1.296904 -1.423513 -0.0729 0.3330 0.4098 -0.90
C -4.355139 -0.368870 -0.636412 -0.7260 -0.2652 -0.1274 -1.25
C -2.964557 -0.202446 -0.691600 0.7797 -0.2787 -0.4196 0.78
N -2.136316 -0.879741 -1.480171 0.0407 0.2093 0.3967 0.54
C -2.728336 -1.816799 -2.285781 -0.4605 -0.4653 -0.4312 0.05
N -2.040613 -2.559093 -3.132825 0.1140 0.0215 -0.1075 -0.30
H -6.049558 -1.458908 -1.397580 -0.0308 0.0213 -0.0280 0.58
H -4.934035 0.251470 0.033300 0.0647 0.0423 0.0505 0.59
H -2.489035 0.536642 -0.059864 -0.0640 0.0012 -0.0028 -0.80
C -2.538808 2.581764 1.407090 0.1946 -0.0944 -0.1831 -0.97
Si -0.777196 3.039152 0.863325 0.2560 -0.1473 0.4515 0.94
C -0.753040 4.921794 0.720903 -0.0467 -0.2968 -0.1316 -1.24
C 0.454651 2.560323 2.240982 -0.1858 0.0966 -0.1766 -0.62
Si -0.211751 1.724124 -1.129114 -1.2061 0.2091 -1.6581 -0.40
Si 3.723490 3.509382 -1.225383 0.3105 0.4090 0.0887 0.34
C 4.507228 3.021219 -2.831069 -0.1145 -0.2221 0.4619 -0.93
C 3.958301 2.498745 0.305692 -0.3060 0.2192 -0.3461 -0.36
C 2.816659 5.120748 -1.108830 -0.0134 -0.5206 -0.0571 -0.59
Si -1.057541 3.048675 -3.251202 1.1083 -0.4553 1.7686 0.45
C -1.140940 4.848864 -2.719225 -0.3300 -0.1405 -0.5600 -0.97
C 0.150119 2.810784 -4.674769 -0.4415 0.1748 -0.0637 -0.49
C -2.730235 2.192673 -3.336764 0.1259 0.1966 -0.3415 -0.91
H -2.856358 3.262455 2.199462 0.0886 0.0786 0.0090 0.53
H -2.611337 1.570267 1.812465 0.0291 -0.0396 0.0150 0.08
H -3.262100 2.679480 0.595139 -0.0328 0.0164 -0.0172 0.32
H -0.931774 5.327941 1.719091 0.0318 -0.0745 0.0826 0.42
H -1.540102 5.311618 0.079558 -0.0126 -0.0129 0.0176 0.41
H 0.191650 5.331845 0.371171 0.0319 0.0225 -0.0348 0.24
H -0.080849 2.323821 3.162692 -0.0321 -0.0004 0.0388 0.40
H 1.120337 3.392719 2.476378 0.0058 0.0599 -0.0143 0.58
H 1.075220 1.700815 1.992144 0.0110 0.0045 0.0004 -0.25
H 5.074224 2.096115 -2.724603 0.0004 -0.0083 0.0528 0.37
H 5.196272 3.795953 -3.179467 -0.0855 0.1385 0.0501 0.44
H 3.762211 2.872744 -3.616771 -0.0948 0.1081 0.0090 0.30
H 3.761019 1.436267 0.126408 0.0715 -0.0531 -0.0871 -0.11
H 3.304230 2.832785 1.112280 -0.0147 0.0979 -0.0408 0.25
H 4.991337 2.586823 0.658698 0.0923 0.0309 -0.1305 0.55
H 2.233888 5.337966 -2.005122 0.0791 -0.0315 -0.0928 0.25
H 3.524491 5.947045 -0.981228 0.1518 -0.0581 -0.0196 0.48
H 2.150415 5.130098 -0.247762 0.0570 -0.0323 0.0681 0.02
H -0.170634 5.252325 -2.433051 0.0569 -0.0702 0.0207 0.22
H -1.833198 5.001218 -1.894184 -0.0176 -0.0627 -0.0283 0.19
H -1.507335 5.452010 -3.554719 0.0061 0.0808 0.0040 0.45
H 1.171998 3.058579 -4.386414 -0.0020 0.0496 0.1043 0.08
H -0.120101 3.472573 -5.501912 0.0045 0.0323 -0.0121 0.49
H 0.145247 1.798514 -5.063689 0.0133 -0.0560 0.0002 0.03
H -3.334519 2.441003 -2.462781 0.0183 0.0513 0.0485 0.26
H -2.638156 1.107301 -3.387846 0.0710 -0.0172 -0.0205 0.10
H -3.286204 2.521892 -4.218055 -0.0557 0.0052 -0.0106 0.60
C -2.616925 -0.258895 6.488424 0.1193 0.0802 0.0745 -1.55
C -2.226871 -1.248771 5.431479 0.0128 0.0205 0.0719 0.94
C -1.183039 -2.150930 5.644495 -0.4373 -0.1359 0.0307 -1.07
C -0.800214 -3.072082 4.682863 -0.3625 -0.6753 0.0490 -0.35
C -1.472953 -3.114876 3.460292 -0.4836 -0.6526 0.4263 0.46
N -1.122239 -3.981706 2.409906 -0.2016 0.0755 0.2625 -0.20
C -0.206734 -5.012592 2.429691 0.1869 -0.0100 -0.0851 0.17
O 0.403176 -5.405399 3.388138 -0.1630 0.1010 0.0633 -0.59
N -0.039676 -5.594955 1.162581 -0.1638 -0.3667 0.1176 -0.08
C 0.114068 -4.934369 -0.043124 0.1309 0.0566 -0.3296 0.29
C 0.375290 -5.649946 -1.218172 -0.0575 0.1658 0.0606 -0.84
C 0.621799 -4.946645 -2.381051 0.0464 0.1238 0.1863 -1.14
C 0.599477 -3.556818 -2.360638 0.1401 -0.4285 -0.0255 -0.58
N 0.313128 -2.871640 -1.253632 -0.1443 0.2726 -0.9571 -0.16
C 0.076283 -3.549694 -0.134638 0.0212 0.3068 0.3601 0.19
C -2.518596 -2.217929 3.231843 -0.4107 -0.6276 0.2802 -0.70
C -2.886779 -1.300895 4.203721 -0.0839 -0.1192 0.0517 -0.64
H -2.618146 -0.725315 7.472840 -0.0753 -0.0046 -0.0034 0.40
H -3.600802 0.164822 6.298612 -0.0117 -0.0160 0.0248 0.39
H -1.897674 0.562634 6.531762 -0.0331 0.0284 -0.0046 0.33
H -0.669338 -2.145776 6.597879 -0.0160 -0.0276 0.0428 0.59
H -0.009109 -3.774302 4.887503 0.0762 -0.0439 -0.0289 0.50
H -1.754676 -3.980023 1.625052 -0.0497 -0.0727 0.0323 0.38
H 0.349902 -6.525888 1.208481 0.0643 0.0387 0.1123 0.35
H 0.398844 -6.732188 -1.201593 0.0125 -0.0181 -0.0250 0.48
H 0.839484 -5.463393 -3.304758 0.0343 -0.0251 0.0034 0.56
H 0.817140 -3.005794 -3.260383 -0.0982 0.1202 -0.0366 0.44
H -0.111781 -2.960235 0.748646 0.0966 -0.0733 -0.2624 0.37
H -3.067872 -2.262445 2.295620 -0.0502 -0.0308 0.0209 0.84
H -3.716356 -0.629613 4.018871 -0.0075 0.0165 -0.0139 0.52
```
Positions in Å, forces in eV/Å.

Output
**Net charge**: +3
**Spin multiplicity**: 1
**LUMO**: -9.096 eV
**HOMO**: -14.27 eV



no.,largest force on an atom (hartree/bohr)
1,0.01665
2,0.01244
3,0.08182
4,0.02625
5,0.11159
6,0.05222